The following is a DFT calculation (the ωB97M-V functional and the def2-TZVPD basis) of a structure of composition C29H23N5O3PtS at a distorted geometry.

Each line ends with the natural charge from an NBO analysis.
Cartesian coordinates (Å):
Pt (-0.51229, -0.86020, 0.32495)  1.02
C (-1.03169, -2.05760, 4.34955)  -0.67
C (-0.85919, -1.97170, 2.86465)  0.15
N (-0.82539, -0.79320, 2.23035)  -0.16
N (-0.80239, 0.42000, 2.77885)  -0.44
C (-0.70879, 1.38750, 1.88575)  0.58
O (-0.66139, 1.17670, 0.59565)  -0.68
C (-0.65179, 2.77460, 2.33245)  -0.07
C (-0.83699, 3.13070, 3.66875)  -0.17
C (-0.85959, 4.46230, 4.03145)  -0.23
C (-0.68229, 5.45230, 3.07425)  -0.19
C (-0.44719, 5.10240, 1.75265)  -0.22
C (-0.42849, 3.77430, 1.38225)  -0.17
C (-0.70259, -3.09420, 2.01885)  0.17
C (-0.72939, -4.43960, 2.45665)  -0.23
C (-0.53759, -5.46190, 1.56965)  -0.15
C (-0.32139, -5.16390, 0.21075)  -0.25
C (-0.32909, -3.84640, -0.18445)  0.08
N (-0.50209, -2.84000, 0.66575)  -0.42
H (-1.06569, -1.04610, 4.74485)  0.26
H (-0.20049, -2.59860, 4.80235)  0.22
H (-1.95489, -2.57370, 4.61295)  0.23
H (-0.97269, 2.34800, 4.39715)  0.23
H (-1.02979, 4.73570, 5.06355)  0.21
H (-0.72789, 6.49450, 3.35625)  0.21
H (-0.28919, 5.87020, 1.00765)  0.22
H (-0.24859, 3.48670, 0.35715)  0.24
H (-0.90849, -4.63770, 3.50035)  0.23
H (-0.56089, -6.49000, 1.89965)  0.22
H (-0.15359, -5.94960, -0.50485)  0.23
H (-0.18699, -3.57350, -1.22315)  0.23
O (-2.38109, -1.31420, -1.50785)  -0.96
S (-1.41449, -0.95060, -2.52795)  2.31
O (-1.28839, -1.83290, -3.65785)  -0.96
N (-0.03799, -0.83290, -1.67465)  -0.95
C (1.23971, -0.77170, -2.09475)  0.17
C (1.65131, -0.71700, -3.42045)  -0.28
C (3.00261, -0.66170, -3.74305)  -0.17
C (3.98301, -0.65940, -2.77915)  -0.24
C (3.62821, -0.71920, -1.42235)  -0.08
C (4.56151, -0.72570, -0.36125)  -0.14
C (4.12541, -0.78070, 0.93675)  -0.26
C (2.74621, -0.83550, 1.18275)  0.04
N (1.86661, -0.83160, 0.21365)  -0.48
C (2.24911, -0.77350, -1.07255)  0.19
C (-1.85219, 0.68820, -3.09945)  -0.25
C (-2.50849, 1.52650, -2.21965)  -0.19
C (-2.89349, 2.78770, -2.64375)  -0.22
C (-2.61009, 3.19900, -3.93725)  -0.20
C (-1.94399, 2.35180, -4.80925)  -0.20
C (-1.56629, 1.08620, -4.39015)  -0.22
H (0.90951, -0.74180, -4.19995)  0.23
H (3.28831, -0.61810, -4.78245)  0.21
H (5.02781, -0.61050, -3.04485)  0.21
H (5.61801, -0.68300, -0.58995)  0.22
H (4.81831, -0.78290, 1.76515)  0.22
H (2.36141, -0.88300, 2.19105)  0.19
H (-2.71199, 1.17650, -1.22025)  0.25
H (-3.42089, 3.44370, -1.96765)  0.22
H (-2.92379, 4.17710, -4.27345)  0.21
H (-1.72669, 2.67210, -5.81735)  0.21
H (-1.06859, 0.39880, -5.05505)  0.23

Properties
Net charge = 0
Lowest unoccupied orbital energy (alpha / beta) = -1.008 / -1.008 eV
E_tot = -58120.975 eV
Strongest force on any atom = 3.1 eV Å⁻¹
Spin multiplicity = 1